Below is one molecule with the formula C23H20ClN5O3S2 in a non-equilibrium geometry, with properties calculated with ωB97M-V/def2-TZVPD.

Calculated values
Kohn-Sham gap ... 8.634 eV
Energy ... -71964.3686 eV
Energy above the lowest of the compared OMol25 structures with the same formula, charge and spin ... 1.6 kcal/mol

The geometry in XYZ format:
```
54
Properties=species:S:1:pos:R:3:forces:R:3
C -1.9954 -3.6103 1.2402 0.1 0.0 0.1
C 4.8047 -2.3055 -1.1399 0.2 -0.2 0.0
H 0.5818 -1.6812 -3.1742 -0.1 0.1 0.1
N 3.7526 -1.3084 -1.0223 0.3 -0.1 0.1
C 3.4498 2.4038 1.5812 0.5 0.4 0.4
Cl 0.6933 -3.8698 1.2105 0.2 -0.2 0.0
C 2.8455 0.6373 -0.1132 -0.5 -0.3 -0.5
H -5.0771 2.1348 -3.3278 -0.1 0.0 -0.1
N 1.6022 -0.6347 -1.7302 0.1 -0.1 0.0
H 0.2236 0.0700 -3.1237 0.0 0.0 0.0
C -3.0624 2.1382 -2.5971 0.0 0.0 0.0
C -0.7720 -2.9711 1.0969 -0.3 0.3 -0.1
N 2.5783 1.7678 0.6275 -0.5 -0.2 -0.3
C -4.0175 0.5417 -0.5494 0.0 -0.2 0.2
H 5.1474 -2.3605 -2.1727 0.0 0.0 0.1
H -5.9100 0.6623 -1.5231 -0.1 -0.1 -0.1
C -0.7043 -1.6097 0.8512 0.0 -0.2 0.0
H -0.4482 -1.0093 -1.8824 0.0 0.0 0.0
O 5.0012 -0.1371 0.4984 0.1 0.1 0.1
C -1.0567 1.3061 1.3040 -0.2 0.2 0.4
H -1.1472 1.9430 -1.6301 0.0 0.0 0.0
N 0.7894 1.3789 -0.6531 0.1 -0.1 -0.4
N -1.8365 0.5209 0.5050 -0.4 -0.5 0.0
H -4.1220 -3.3571 1.2216 -0.1 -0.1 0.0
H -2.0335 -4.6692 1.4379 0.0 -0.1 0.0
C -1.8756 -0.8749 0.7496 0.0 -0.5 0.2
C -1.1575 2.8069 1.1029 0.4 0.1 -0.1
O 2.5826 -2.5050 -2.5491 0.1 -0.3 -0.1
H -2.6823 2.7405 -3.4077 0.0 0.1 -0.1
C 1.7128 0.4216 -0.8832 0.9 0.5 0.8
H 3.3542 4.3637 0.6783 0.0 0.1 0.0
C 4.1094 3.6421 0.9840 -0.1 -0.2 0.1
H 4.2062 1.6698 1.8649 -0.2 0.1 0.0
H 4.7548 4.1034 1.7253 0.1 0.1 0.1
C 0.4113 -0.8226 -2.5277 -0.2 -0.1 -0.2
C -2.2015 1.7108 -1.6025 0.0 0.0 -0.1
C 3.9717 -0.2446 -0.1396 -0.2 0.2 0.0
C 2.6396 -1.5451 -1.8133 -0.3 0.1 -0.1
C -4.8780 0.9751 -1.5481 0.1 0.0 0.0
C -3.1611 -2.8782 1.1187 0.1 0.1 0.0
H 5.6174 -2.0040 -0.4835 -0.1 -0.1 -0.1
H 4.4207 -3.2823 -0.8474 0.0 0.0 0.0
S -4.6008 -0.5808 0.6925 0.2 0.2 0.0
C -4.4043 1.7915 -2.5575 0.0 0.0 0.0
H 2.8505 2.6794 2.4542 0.1 -0.1 -0.1
H 0.2487 -1.1156 0.7659 0.1 0.0 0.0
H 4.7116 3.3689 0.1207 0.0 0.0 -0.1
H -1.5859 3.2472 2.0051 0.0 -0.1 0.0
C -3.1066 -1.5146 0.8689 -0.1 0.2 -0.1
S 0.5302 3.5066 1.0020 -0.1 0.3 0.1
O -0.3583 0.8414 2.1774 0.0 0.1 0.1
H -1.7315 3.1090 0.2324 0.0 0.0 0.2
C -2.6862 0.9510 -0.5435 -0.2 0.3 -0.5
C 1.3437 2.1604 0.2642 0.1 0.0 0.0
```
Positions in Å, forces in eV/Å.

Results of the Löwdin charge analysis, in e, for atoms 1 through 4: C -0.10; C 0.00; H 0.09; N 0.04

Below is one molecule with the formula C23H20ClNO4, with properties calculated with ωB97M-V/def2-TZVPD.

Calculated values
Kohn-Sham gap ... 9.033 eV
Energy ... -46378.3191 eV
Energy above the lowest of the compared OMol25 structures with the same formula, charge and spin ... 16.7 kcal/mol

The geometry in XYZ format:
```
49
Properties=species:S:1:pos:R:3:forces:R:3
C -4.5152 -0.5079 -0.0416 0.1 0.1 0.0
H 1.5105 -0.6097 -3.2637 0.0 0.0 0.1
C 2.0185 -4.6479 -0.3013 -0.1 0.2 0.0
H 0.9290 0.5608 -2.0526 0.1 -0.2 -0.2
H -0.4912 5.7977 3.7140 0.0 0.1 0.1
C 0.1845 -0.5683 1.0913 0.2 -0.6 0.1
H 1.2258 -1.7838 2.4870 0.0 0.1 -0.2
Cl -6.1070 1.6538 -0.3275 -0.2 0.1 0.0
C -2.1205 -0.3605 0.2592 -0.3 0.4 0.1
C 1.6440 -0.2434 -2.2390 0.2 0.5 -0.3
H 2.2022 -1.3108 1.0876 -0.1 0.0 0.0
O -0.2928 1.9036 -0.9287 -0.1 0.1 0.1
C -2.1908 1.0320 0.1603 0.0 -0.3 -0.2
O 1.2758 -1.2426 -1.3026 0.1 -0.5 0.2
C 0.1536 5.0440 1.8159 0.0 0.1 0.0
C -3.4301 1.6387 -0.0159 -0.1 -0.2 0.0
C -1.4811 3.9684 3.2072 0.0 0.1 0.1
C 2.9496 -4.3157 -2.4746 0.0 -0.1 0.0
H 3.1422 0.6878 -1.0145 0.0 0.1 0.1
H 3.7922 -0.5365 -2.1145 0.1 0.0 0.0
C 1.5868 -3.3323 -0.2743 0.1 0.0 -0.1
H -2.0589 3.9416 4.1197 0.0 0.0 0.1
H 3.2882 1.0418 -2.7385 0.1 0.1 -0.1
H 3.0266 -6.1729 -1.4100 0.0 -0.1 0.0
H -5.4125 -1.0992 -0.1302 -0.1 0.0 0.0
C -3.2905 -1.1131 0.1490 0.1 0.1 0.0
C -4.5800 0.8757 -0.1107 0.2 -0.1 0.0
H 0.5943 4.0384 -0.0315 0.0 0.0 -0.1
C 2.5146 -3.0015 -2.4647 -0.1 0.2 0.0
H -3.4870 2.7137 -0.0952 0.0 0.1 0.0
C 0.0169 4.0368 0.8809 -0.1 -0.2 -0.1
O 0.3599 0.5820 1.4344 0.2 -0.1 0.2
C -0.8780 2.9912 1.0969 0.2 0.5 0.2
H -2.3036 2.1423 2.4594 0.0 0.0 0.0
C 1.8123 -2.4903 -1.3788 -0.1 -0.1 0.2
O 0.8965 -2.9234 0.8531 -0.1 -0.1 -0.3
N -0.9343 -1.0456 0.5067 -0.1 -0.4 -0.1
C -0.5974 5.0120 2.9800 0.0 0.0 0.0
H -3.2309 -2.1898 0.2143 0.0 -0.1 0.0
C -0.9920 1.9365 0.0633 -0.2 0.1 -0.3
H 1.8135 -5.2675 0.5576 0.0 0.0 0.1
H 0.8468 5.8540 1.6419 0.0 0.1 0.0
H 2.7110 -2.3785 -3.3224 0.0 0.1 0.0
H -0.9349 -2.0451 0.3323 0.1 0.3 0.0
H 3.4870 -4.6864 -3.3341 0.0 0.0 -0.1
C 1.2132 -1.6592 1.3964 0.2 0.4 0.4
C -1.6239 2.9604 2.2727 0.1 0.0 -0.2
C 2.6941 -5.1469 -1.4010 0.0 0.0 0.0
C 3.0628 0.2655 -2.0133 -0.3 -0.3 0.0
```
Positions in Å, forces in eV/Å.

Results of the Löwdin charge analysis, in e, for atoms 1 through 4: C -0.10; H 0.12; C -0.01; H 0.10

Below is C23H20FFeO2 as an isolated structure in a non-equilibrium geometry, with properties calculated with ωB97M-V/def2-TZVPD.

Calculated values
Total charge ... -1
Kohn-Sham gap (alpha / beta) ... 3.729 / 4.728 eV
Energy ... -65369.8708 eV
Spin multiplicity ... 5

The geometry in XYZ format:
```
47
Properties=species:S:1:pos:R:3:forces:R:3
H 0.8504 0.3330 -5.0459 -0.3 0.1 -0.1
Fe -1.6776 0.2340 3.9881 -1.9 3.1 -2.1
C -0.1951 -0.9100 4.7489 0.1 -1.9 1.4
H -2.9076 -2.1649 3.1939 0.1 0.2 0.2
H 0.8635 -0.6930 4.8744 -0.3 0.1 -0.1
C -1.0037 1.1402 -2.2988 0.2 0.2 0.0
H -3.0082 2.1833 -4.8850 0.5 -0.3 0.2
C -2.2003 -1.6964 3.8726 0.5 -1.8 0.7
H -0.4592 -0.3863 -0.3080 0.2 -0.1 0.8
H 1.2381 0.3183 -1.1624 -0.3 -0.2 -0.4
H -1.9753 1.2180 0.8715 0.3 -0.5 0.3
C 2.8268 -0.7183 -4.0414 0.2 -0.2 0.0
C 4.4301 -1.8610 -2.0691 -0.1 -0.1 -0.2
C 0.1360 0.6155 -2.9823 -1.0 0.6 -1.0
C -1.6166 1.7262 5.1041 0.0 2.1 0.9
O -2.0220 2.6391 5.7015 -0.4 -0.1 -0.1
H -1.0006 1.1293 -1.2140 0.0 0.1 -0.3
C -2.0961 1.6825 -2.9591 -0.1 -0.1 -0.4
C -0.7918 -1.5700 3.6282 0.0 -0.8 0.5
C -2.1439 1.7515 -4.3643 0.1 0.1 0.3
C 4.7988 -1.9943 -3.4221 -0.3 0.3 0.3
H -2.9550 2.0469 -2.3818 0.5 -0.1 -0.2
H 2.2670 -0.2568 -4.8446 0.4 -0.2 0.3
C -0.7365 1.3243 2.6944 0.4 1.4 -1.5
H -3.4398 -1.1463 5.6827 0.3 0.1 -0.2
C 1.2319 0.0992 -2.2327 0.5 0.2 0.2
C -2.4739 -1.1552 5.1808 0.3 -1.2 0.6
H 2.9534 -1.0993 -0.6730 0.2 -0.1 -0.1
H 0.7339 -0.3187 1.1616 -0.4 0.2 -0.3
C 3.9880 -1.4051 -4.4044 0.1 -0.3 0.5
H 4.2772 -1.5117 -5.4582 -0.2 0.2 0.5
H -1.0995 2.3427 2.8812 0.3 -0.1 -0.5
F -1.0468 1.3366 -6.4288 0.2 -0.1 0.9
H -0.2635 -1.9601 2.7594 -0.2 0.4 0.1
C -1.0351 1.2678 -5.0505 -0.1 -0.2 0.1
C -1.0673 0.8164 1.3529 1.9 0.6 0.2
C -3.4029 0.7628 3.2556 -1.5 0.4 -0.2
H 5.0585 -2.3079 -1.2924 -0.2 0.2 -0.3
C 0.0622 0.6950 -4.4131 -0.5 0.2 0.1
C 3.2662 -1.1958 -1.7116 -0.5 0.4 -0.4
H 0.3163 1.2120 3.0076 -0.3 0.1 -0.5
O -4.2850 1.4536 2.9524 0.7 0.1 0.2
H -1.0795 -0.2235 6.7027 -0.1 0.1 -0.4
H 5.7118 -2.5354 -3.6797 -0.3 0.2 0.0
C -1.2335 -0.6511 5.7147 1.0 -2.5 0.6
C -0.1918 0.0258 0.6761 -1.0 -0.4 -0.2
C 2.3980 -0.5929 -2.6820 1.2 -0.5 -0.7
```
Positions in Å, forces in eV/Å.

Results of the Löwdin charge analysis, in e, for atoms 1 through 4: H 0.08; Fe 0.10; C -0.18; H 0.10

Below is C23H20I2N5O2V as an isolated structure, with properties calculated with ωB97M-V/def2-TZVPD.

Calculated values
Total charge ... +2
Kohn-Sham gap ... 5.688 eV
Energy ... -77598.6436 eV
Energy above the lowest of the compared OMol25 structures with the same formula, charge and spin ... 0.0 kcal/mol

The geometry in XYZ format:
```
53
Properties=species:S:1:pos:R:3:forces:R:3
H -2.1891 4.2911 -3.2995 0.0 0.0 0.0
C -2.6680 2.5180 -2.1713 0.0 0.0 0.0
C 2.8332 0.0077 0.3128 0.0 0.0 0.0
H 3.8538 -1.6408 -4.5423 0.0 0.0 0.0
C -0.4715 3.0815 -2.9235 0.0 0.0 0.0
N 1.3153 1.5204 -2.5052 0.1 0.0 0.0
C -2.4760 -0.7481 2.1230 0.0 0.0 0.0
O -0.9015 0.5401 0.8586 -0.1 0.1 0.1
C -1.8872 -2.0694 1.6860 0.0 0.0 0.0
H 3.1601 0.7167 -4.2032 0.0 0.0 0.0
H -3.7282 2.7095 -2.1012 0.0 0.0 0.0
H -2.7571 0.7175 -1.0244 0.0 0.0 0.0
V -0.2248 -0.5226 -0.3646 0.0 -0.1 0.1
C 2.4318 -2.4044 -3.1130 0.0 0.0 0.0
N -0.8161 1.1078 -1.6308 0.0 0.0 -0.1
C 1.6977 -1.0836 1.9905 0.0 0.0 0.0
N 1.1112 -0.7532 -1.9949 0.0 0.1 -0.1
H -4.0297 2.5788 3.3791 0.0 0.0 0.0
H 0.9278 -2.7883 -1.6467 0.0 0.0 0.0
H 1.8623 2.1911 -3.0244 0.0 0.0 0.0
I -1.6770 3.4972 1.6047 0.0 0.0 0.0
C 1.4610 -2.0411 -2.2200 0.0 -0.1 0.0
C 3.9556 -0.4085 2.3679 0.0 0.0 0.0
H -2.4189 -2.4655 0.8224 0.0 0.0 0.0
H 0.5565 -2.5161 3.1132 0.0 0.0 0.0
C -1.8084 3.3910 -2.8358 0.0 0.0 0.0
C -0.0158 1.9037 -2.3347 -0.1 0.0 0.0
C 3.9637 0.1271 1.0882 0.0 0.0 0.0
C -2.5221 1.6801 2.1547 0.0 0.0 0.0
H -0.1771 -2.8762 0.9447 0.0 0.0 0.0
C -4.1228 0.4319 3.4349 0.0 0.0 0.0
C 1.6955 0.2057 -2.7202 0.0 -0.1 0.0
H -2.0022 -2.7903 2.4989 0.0 0.0 0.0
N 1.7069 -0.5946 0.7398 0.1 0.1 0.0
O -1.2546 -1.4879 -0.9957 0.0 0.0 0.0
H 2.6762 -3.4464 -3.2544 0.0 0.0 0.0
H 4.8349 0.6266 0.6899 0.0 0.0 0.0
H 2.7477 -1.4490 3.8133 0.0 0.0 0.0
C -2.1336 1.4067 -1.5768 0.0 0.0 0.0
C 0.3971 -1.6487 2.4693 0.1 0.0 0.0
C 2.7048 -0.0866 -3.6394 0.0 0.0 0.0
H 4.8315 -0.3448 2.9995 0.0 0.0 0.0
H 2.8238 0.4164 -0.6835 0.0 0.0 0.0
C -3.5482 -0.7565 3.0042 0.0 0.0 0.0
I -5.7420 0.3899 4.7302 0.0 0.0 0.0
H -0.1125 -0.8897 3.0670 0.0 0.0 0.0
N -0.4501 -1.9707 1.3210 -0.1 0.0 -0.1
H -3.9389 -1.7024 3.3579 0.0 0.0 0.0
C 3.0788 -1.3952 -3.8286 0.0 0.0 0.0
C 2.8039 -1.0226 2.8209 0.0 0.0 0.0
H 0.2191 3.7112 -3.4684 0.0 0.0 0.0
C -3.6021 1.6535 3.0190 0.0 0.0 0.0
C -1.9747 0.4821 1.6910 0.0 0.0 0.0
```
Positions in Å, forces in eV/Å.

Results of the Löwdin charge analysis, in e, for atoms 1 through 4: H 0.13; C -0.03; C -0.08; H 0.13